Here is C32H39BN4PRhS5 as an isolated structure from OMol25. Energies are from ωB97M-V with the def2-TZVPD basis set.

Atoms and positions in Å:
Rh: 0.088343 -0.026348 0.366514
S: -2.351654 -0.184791 0.053323
S: -0.354514 0.695210 2.697678
S: 2.460188 -0.438986 4.903802
S: 2.904227 0.819894 1.803183
S: 1.062777 1.781610 -0.699694
P: 0.455923 -2.439295 0.009517
N: 1.670787 1.568594 -3.317547
N: -2.769700 0.839935 -2.442986
N: -4.140241 -0.790675 -1.828776
N: -0.474116 1.843753 -3.018182
C: 3.590263 -4.516126 -1.546210
C: -0.126608 -3.483107 1.365975
C: 0.686626 2.099561 3.150429
C: 2.115093 -2.996476 -0.402872
C: -1.306937 -2.254500 -3.643177
C: -3.063058 -0.024014 -1.432217
C: -1.884156 -4.126036 2.886856
C: 4.680408 -3.916465 -0.929715
C: -3.629712 0.610923 -3.437775
C: -0.570280 -2.856146 -1.425412
C: 0.731944 -4.389783 1.984425
C: 4.491418 -2.856870 -0.053190
C: -0.574390 -1.968432 -2.503109
C: 2.174481 2.175572 2.754404
C: -1.315639 -4.028373 -1.500830
C: -0.231713 1.818333 -4.373719
C: 3.211889 -2.392928 0.206477
C: 2.308201 -4.061170 -1.284469
C: 0.282582 -5.155184 3.052749
C: -1.439994 -3.357191 1.824472
C: 1.214543 -1.346689 3.949493
C: -2.053029 -3.427046 -3.711372
C: 3.097964 1.418615 -3.050114
C: 0.701456 1.701355 -2.393673
C: -1.020854 -5.022702 3.506128
C: 1.097094 1.639922 -4.567553
C: -4.745651 -1.870785 -1.054575
C: 3.936186 -0.789803 3.927740
C: -2.057218 -4.310299 -2.641856
C: -0.112130 -0.614260 3.919774
C: -4.481432 -0.430200 -3.070813
C: 4.260545 0.258574 2.868823
B: -1.848961 2.158774 -2.377317
H: -1.311906 -4.729601 -0.674925
H: 0.012948 -1.053357 -2.462366
H: -4.051001 -2.705759 -1.000604
H: 3.519965 2.370024 -2.733857
H: 1.043136 -2.322337 4.409087
H: 5.013513 -0.127763 2.177333
H: -4.983242 -1.504378 -0.059389
H: -2.615014 -3.660309 -4.607088
H: 4.769154 -0.853242 4.629518
H: -1.020624 1.961964 -5.090477
H: 1.749939 -4.508230 1.636084
H: 0.150135 2.936741 2.702766
H: 5.343127 -2.388953 0.423256
H: 3.739395 -5.341631 -2.229144
H: 1.579772 -1.515179 2.938685
H: 3.837986 -1.784056 3.488915
H: -5.656343 -2.174505 -1.562372
H: -3.641590 1.217561 -4.327822
H: 3.059612 -1.560628 0.884365
H: -1.369414 -5.623058 4.335921
H: 5.679239 -4.276336 -1.137695
H: -1.725219 2.475393 -1.238223
H: -5.278635 -0.908588 -3.614962
H: 2.764905 2.270545 3.659854
H: -2.904745 -4.029722 3.234320
H: 0.953998 -5.860661 3.523894
H: 3.577485 1.086206 -3.966048
H: -0.921419 -1.307609 3.684968
H: -2.621985 -5.231858 -2.700576
H: 3.242161 0.679321 -2.266612
H: 0.576275 2.198916 4.230841
H: -2.416813 2.944816 -3.074716
H: -0.353761 -0.168669 4.887841
H: -1.282949 -1.572452 -4.484070
H: 2.316012 3.086539 2.172518
H: 1.463423 -4.535578 -1.766974
H: -2.125304 -2.667269 1.347705
H: 4.698788 1.149500 3.319291
H: 1.684144 1.578154 -5.466746

Cartesian forces (eV/Å) of the 3 atoms listed first:
0.1 0.0 0.2
-0.1 -0.2 0.2
-0.1 0.1 -0.1

## Properties
Molar mass ... 784.719 g/mol
Orbital gap (alpha / beta) ... 8.55 / 4.63 eV
Net charge ... +2
2S+1 ... 5